# 1
{
  "formula": "C21H28ClN3O2SYb",
  "method": "ωB97M-V with the def2-TZVPD basis set",
  "elements": ["Yb", "Cl", "N", "N", "C", "C", "C", "C", "C", "C", "H", "H", "H", "H", "H", "H", "C", "C", "C", "C", "H", "H", "H", "H", "H", "H", "O", "H", "H", "O", "H", "H", "C", "C", "C", "H", "H", "C", "C", "H", "C", "C", "C", "C", "H", "C", "H", "H", "H", "H", "H", "H", "H", "H", "S", "C", "N"],
  "xyz": [[-1.56, 0.12, 0.55], [-1.41, -0.18, -1.87], [-0.47, -2.02, 0.88], [-0.34, 2.21, 0.37], [0.50, -2.77, 0.40], [0.65, 2.76, -0.30], [-1.65, -2.91, 1.11], [-1.31, -4.12, 0.23], [-2.99, -2.29, 0.73], [-1.67, -3.29, 2.60], [-2.97, -1.87, -0.29], [-3.31, -1.53, 1.47], [-3.74, -3.09, 0.76], [-0.78, -3.88, 2.84], [-2.57, -3.89, 2.80], [-1.68, -2.38, 3.22], [-1.46, 3.20, 0.38], [-1.09, 4.13, -0.77], [-1.43, 3.92, 1.73], [-2.85, 2.57, 0.19], [-2.87, 1.92, -0.70], [-3.56, 3.40, 0.02], [-3.19, 2.04, 1.10], [-0.49, 4.50, 1.81], [-1.48, 3.20, 2.56], [-2.28, 4.61, 1.80], [0.32, 3.82, -1.05], [-1.16, 5.19, -0.51], [-1.66, 3.90, -1.68], [0.12, -3.96, -0.07], [-1.85, -4.09, -0.72], [-1.45, -5.08, 0.74], [1.97, -2.49, 0.40], [2.11, 2.41, -0.27], [2.45, 1.05, -0.82], [2.38, 2.45, 0.79], [2.65, 3.20, -0.81], [2.60, -0.05, 0.04], [2.39, -1.34, -0.48], [2.83, 0.09, 1.10], [2.67, -1.55, -1.85], [2.85, -0.44, -2.67], [2.81, -2.93, -2.42], [2.73, 0.87, -2.18], [3.06, -0.59, -3.73], [2.95, 2.03, -3.11], [3.24, 1.65, -4.10], [3.75, 2.69, -2.76], [2.04, 2.63, -3.22], [3.59, -3.52, -1.91], [3.10, -2.85, -3.48], [1.87, -3.50, -2.36], [2.49, -3.41, 0.13], [2.21, -2.23, 1.44], [-1.08, 0.25, 3.29], [-2.50, 0.60, 4.03], [-3.51, 0.85, 4.61]],
  "charge": -1,
  "de_lowest_ev": 0.000,
  "s2": 0.763,
  "multiplicity": 2
}

=====

# 2
{
  "formula": "C21H28CoN9O2SSe2",
  "method": "ωB97M-V with the def2-TZVPD basis set",
  "elements": ["Co", "C", "C", "N", "C", "S", "N", "N", "C", "C", "C", "C", "C", "C", "C", "N", "H", "H", "H", "H", "H", "H", "H", "H", "H", "H", "H", "H", "H", "O", "C", "C", "C", "O", "C", "Se", "C", "Se", "H", "H", "H", "H", "H", "H", "H", "H", "H", "H", "N", "C", "N", "C", "N", "C", "C", "N", "C", "C", "N", "H", "H", "H", "H", "H"],
  "xyz": [[0.46, 0.55, -0.34], [-3.95, -0.40, -3.23], [-3.55, -1.80, -2.79], [-3.22, -1.89, -1.38], [-2.06, -1.38, -0.86], [-0.73, -1.06, -1.85], [-2.16, -1.16, 0.47], [-1.01, -0.70, 0.98], [-0.91, -0.56, 2.26], [-2.00, -0.87, 3.24], [0.41, -0.10, 2.72], [0.70, 0.08, 4.08], [1.98, 0.41, 4.45], [2.96, 0.53, 3.48], [2.59, 0.37, 2.15], [1.34, 0.09, 1.78], [-4.26, -0.39, -4.28], [-3.10, 0.28, -3.13], [-4.79, -0.03, -2.63], [-2.68, -2.13, -3.35], [-4.36, -2.52, -2.98], [-3.98, -1.86, -0.72], [-2.82, -1.34, 2.71], [-2.37, 0.04, 3.72], [-1.65, -1.54, 4.02], [-0.08, -0.04, 4.82], [2.23, 0.56, 5.50], [3.99, 0.76, 3.73], [3.30, 0.45, 1.35], [4.41, 0.50, -5.31], [3.04, 0.88, -5.28], [2.46, 1.04, -3.87], [3.22, 2.15, -3.15], [4.58, 1.79, -2.84], [0.98, 1.43, -4.06], [0.02, 2.24, -2.55], [2.61, -0.32, -3.15], [2.73, -0.34, -1.19], [4.83, 0.93, -4.55], [2.48, 0.12, -5.83], [2.91, 1.84, -5.81], [2.69, 2.42, -2.24], [3.27, 3.04, -3.78], [4.49, 1.11, -2.14], [0.43, 0.52, -4.33], [0.90, 2.12, -4.90], [3.52, -0.80, -3.48], [1.77, -0.96, -3.44], [-3.00, 3.13, 0.30], [-2.55, 1.93, -0.08], [-1.25, 1.89, 0.10], [-0.96, 3.13, 0.59], [-2.00, 3.92, 0.73], [0.44, 3.51, 0.79], [0.84, 4.71, 1.35], [2.12, 5.06, 1.42], [2.99, 4.20, 0.90], [2.61, 2.98, 0.36], [1.33, 2.62, 0.33], [-3.94, 3.49, 0.25], [-3.15, 1.14, -0.48], [0.11, 5.41, 1.74], [4.04, 4.48, 0.92], [3.31, 2.27, -0.06]],
  "charge": -1,
  "s2": 3.762,
  "energy_ha": -8044.2421,
  "multiplicity": 4
}

=====

# 3
{
  "formula": "C21H28F16NO2P",
  "method": "ωB97M-V with the def2-TZVPD basis set",
  "elements": ["C", "C", "C", "P", "C", "C", "C", "C", "N", "C", "C", "C", "C", "H", "H", "H", "H", "H", "H", "H", "H", "H", "H", "H", "H", "H", "H", "H", "H", "H", "H", "H", "H", "C", "C", "C", "F", "F", "F", "F", "O", "C", "C", "F", "F", "F", "F", "H", "H", "H", "H", "C", "C", "C", "F", "F", "F", "F", "O", "C", "C", "F", "F", "F", "F", "H", "H", "H", "H"],
  "xyz": [[-0.06, -1.80, -3.59], [-1.60, -1.85, -3.99], [-2.33, -0.52, -3.58], [-2.12, -0.12, -1.73], [-3.75, 0.68, -1.26], [-4.74, -0.26, -0.47], [-4.67, -1.79, -0.84], [-4.07, -2.72, 0.30], [-2.77, -2.28, 0.82], [-2.38, -1.18, 1.56], [-0.97, -1.18, 1.89], [-0.46, -2.45, 1.28], [-1.61, -3.03, 0.66], [0.63, -2.16, -4.39], [0.07, -2.43, -2.68], [0.18, -0.74, -3.32], [-2.06, -2.72, -3.44], [-1.71, -2.08, -5.08], [-1.90, 0.29, -4.23], [-3.40, -0.61, -3.87], [-1.05, 0.84, -1.71], [-4.31, 1.15, -2.12], [-3.50, 1.54, -0.57], [-5.78, 0.09, -0.73], [-4.68, -0.14, 0.65], [-5.73, -2.13, -0.97], [-4.15, -2.02, -1.80], [-3.90, -3.72, -0.19], [-4.78, -2.89, 1.14], [-3.05, -0.37, 1.91], [-0.43, -0.43, 2.49], [0.58, -2.83, 1.32], [-1.54, -4.01, 0.13], [4.00, -0.29, -3.82], [4.70, -0.18, -5.19], [5.77, 0.91, -5.32], [5.27, 2.15, -5.12], [6.28, 0.90, -6.57], [3.76, -0.05, -6.15], [5.31, -1.38, -5.41], [2.73, 0.35, -3.67], [2.73, 1.71, -3.36], [2.14, 2.57, -4.48], [2.79, 2.40, -5.65], [2.23, 3.89, -4.17], [3.97, 2.10, -3.01], [1.97, 1.85, -2.25], [3.77, -1.35, -3.69], [4.67, -0.05, -2.99], [6.59, 0.74, -4.62], [1.09, 2.33, -4.64], [-0.53, 2.18, 6.14], [-0.25, 1.01, 5.17], [-0.16, -0.38, 5.80], [0.82, -0.47, 6.72], [0.10, -1.32, 4.86], [0.87, 1.29, 4.46], [-1.27, 1.00, 4.27], [0.59, 2.93, 6.60], [1.31, 2.44, 7.70], [2.74, 2.05, 7.34], [2.78, 1.13, 6.35], [3.37, 1.50, 8.40], [0.63, 1.43, 8.28], [1.34, 3.44, 8.61], [-1.11, 2.90, 5.57], [-1.18, 1.88, 6.96], [-1.11, -0.65, 6.28], [3.31, 2.92, 7.00]],
  "charge": 0,
  "energy_ha": -2961.3449
}

=====

# 4
{
  "formula": "C21H28F3O4Pd",
  "method": "ωB97M-V with the def2-TZVPD basis set",
  "elements": ["O", "C", "C", "H", "H", "C", "H", "H", "C", "H", "H", "H", "C", "H", "H", "H", "Pd", "C", "C", "C", "H", "C", "C", "H", "H", "H", "H", "C", "C", "C", "H", "C", "C", "H", "H", "H", "H", "O", "C", "C", "H", "H", "C", "H", "H", "C", "H", "H", "H", "H", "F", "C", "F", "F", "C", "O", "O"],
  "xyz": [[1.10, -1.81, -2.84], [0.64, -3.19, -2.97], [1.53, -3.61, -4.11], [-0.41, -3.20, -3.26], [0.87, -3.70, -2.04], [1.98, -2.12, -3.95], [0.97, -3.89, -5.02], [2.27, -4.37, -3.83], [1.69, -1.31, -5.19], [0.64, -1.39, -5.48], [2.23, -1.73, -6.04], [2.05, -0.27, -5.05], [3.41, -2.03, -3.48], [3.53, -2.61, -2.56], [3.67, -0.98, -3.33], [4.08, -2.47, -4.22], [-0.33, 1.71, 1.99], [0.66, 2.12, 4.07], [-0.44, 1.22, 4.28], [-0.18, 0.01, 3.57], [-1.28, 1.39, 4.95], [1.11, 0.14, 2.94], [1.62, 1.45, 3.24], [2.58, 1.85, 2.92], [0.76, 3.12, 4.50], [-0.79, -0.88, 3.56], [1.64, -0.63, 2.39], [-0.72, 4.03, 1.98], [0.59, 3.85, 1.45], [0.46, 3.15, 0.21], [1.51, 4.22, 1.89], [-0.92, 2.86, 0.00], [-1.66, 3.46, 1.06], [-2.73, 3.53, 1.11], [-0.97, 4.56, 2.90], [1.27, 2.91, -0.47], [-1.33, 2.34, -0.85], [-0.85, -0.31, -1.41], [0.46, -0.38, -0.73], [0.59, -1.71, -0.01], [0.46, 0.45, 0.07], [1.26, -0.11, -1.45], [-0.74, -2.43, -0.38], [0.56, -1.45, 1.06], [1.49, -2.29, -0.15], [-1.65, -1.18, -0.50], [-0.92, -3.25, 0.32], [-0.70, -2.82, -1.38], [-1.87, -0.70, 0.50], [-2.64, -1.33, -0.98], [-4.09, 1.29, 4.58], [-3.87, 1.83, 3.36], [-4.91, 2.64, 3.05], [-2.77, 2.67, 3.53], [-3.66, 0.70, 2.28], [-4.71, 0.04, 2.19], [-2.52, 0.63, 1.72]],
  "charge": -1,
  "de_lowest_ev": 0.230,
  "s2": 2.010,
  "multiplicity": 3
}

=====

# 5
{
  "formula": "C21H28MoNOS2",
  "method": "ωB97M-V with the def2-TZVPD basis set",
  "elements": ["Mo", "S", "C", "C", "C", "C", "C", "C", "S", "H", "H", "H", "H", "C", "C", "C", "O", "H", "H", "H", "H", "H", "H", "H", "C", "C", "C", "C", "C", "C", "C", "C", "C", "C", "C", "C", "N", "H", "H", "H", "H", "H", "H", "H", "H", "H", "H", "H", "H", "H", "H", "H", "H", "H"],
  "xyz": [[0.19, 0.49, -0.77], [2.17, 1.13, -1.71], [1.24, 2.55, -2.17], [1.84, 3.82, -2.05], [1.14, 4.95, -2.36], [-0.20, 4.86, -2.78], [-0.82, 3.64, -2.87], [-0.11, 2.46, -2.59], [-0.96, 0.92, -2.69], [2.87, 3.88, -1.72], [1.62, 5.91, -2.29], [-0.75, 5.76, -3.02], [-1.85, 3.57, -3.19], [-1.89, 3.03, 1.57], [-0.60, 2.27, 1.80], [0.56, 3.12, 2.25], [-0.22, 1.68, 0.52], [-2.30, 3.35, 2.53], [-2.63, 2.40, 1.08], [-1.72, 3.91, 0.96], [-0.76, 1.43, 2.48], [0.76, 3.91, 1.52], [1.46, 2.53, 2.38], [0.31, 3.59, 3.21], [-2.75, -0.62, 0.81], [-2.54, -2.07, 0.36], [-2.73, -2.21, -1.15], [-1.25, -2.74, 0.81], [-1.37, -3.90, 1.57], [-0.25, -4.64, 1.93], [1.00, -4.25, 1.50], [1.19, -3.10, 0.74], [2.60, -2.83, 0.25], [3.25, -1.54, 0.77], [2.69, -2.92, -1.28], [0.04, -2.35, 0.44], [0.16, -1.16, -0.32], [-3.81, -0.39, 0.82], [-2.30, 0.09, 0.12], [-2.36, -0.44, 1.82], [-3.32, -2.65, 0.84], [-1.98, -1.64, -1.70], [-3.71, -1.82, -1.44], [-2.67, -3.25, -1.47], [-2.35, -4.22, 1.88], [-0.37, -5.53, 2.53], [1.87, -4.85, 1.75], [3.18, -3.65, 0.66], [3.12, -0.73, 0.05], [4.32, -1.69, 0.89], [2.85, -1.23, 1.73], [2.11, -2.12, -1.75], [2.30, -3.87, -1.64], [3.72, -2.83, -1.60]],
  "charge": 1,
  "de_lowest_ev": 0.101
}

=====

# 6
{
  "formula": "C21H28N2O6S2",
  "method": "ωB97M-V with the def2-TZVPD basis set",
  "elements": ["C", "H", "H", "H", "C", "N", "S", "O", "O", "C", "C", "C", "C", "C", "C", "H", "N", "C", "O", "C", "C", "H", "H", "S", "O", "O", "C", "C", "C", "C", "C", "C", "C", "H", "H", "H", "H", "H", "H", "H", "H", "H", "H", "O", "C", "H", "H", "H", "H", "H", "C", "C", "H", "H", "H", "H", "H", "H", "H"],
  "xyz": [[-3.91, 0.40, 2.22], [-2.98, -0.17, 2.13], [-3.66, 1.43, 2.47], [-4.50, -0.02, 3.03], [-4.71, 0.33, 0.92], [-4.00, 0.77, -0.25], [-3.19, -0.41, -1.08], [-2.66, 0.18, -2.28], [-4.06, -1.54, -1.21], [-1.79, -0.90, -0.07], [-1.71, -2.18, 0.43], [-0.58, -2.58, 1.13], [0.47, -1.69, 1.32], [0.37, -0.37, 0.82], [-0.76, 0.01, 0.12], [-0.84, 0.99, -0.30], [1.45, 0.47, 1.03], [1.46, 1.82, 0.92], [0.49, 2.51, 0.68], [2.85, 2.43, 1.13], [3.67, 2.31, -0.15], [3.04, 2.34, -1.03], [4.43, 3.09, -0.21], [4.63, 0.74, -0.21], [4.13, -0.17, 0.80], [6.02, 1.08, -0.13], [4.33, 0.03, -1.87], [2.98, -0.58, -1.97], [2.78, -1.88, -1.52], [1.54, -2.48, -1.64], [0.48, -1.79, -2.22], [0.66, -0.48, -2.64], [1.90, 0.11, -2.52], [2.05, 1.12, -2.88], [-0.17, 0.06, -3.06], [-0.48, -2.26, -2.33], [1.40, -3.50, -1.31], [3.60, -2.42, -1.07], [4.48, 0.86, -2.56], [5.13, -0.70, -1.99], [2.71, 3.48, 1.38], [3.37, 1.93, 1.94], [2.33, 0.00, 1.24], [1.62, -1.97, 1.97], [1.88, -3.30, 2.36], [2.89, -3.30, 2.76], [1.18, -3.63, 3.14], [1.82, -3.98, 1.51], [-0.52, -3.58, 1.51], [-2.53, -2.86, 0.25], [-3.49, 2.12, -0.32], [-4.61, 3.16, -0.34], [-5.32, 2.92, -1.12], [-4.18, 4.14, -0.54], [-5.12, 3.19, 0.62], [-2.93, 2.17, -1.26], [-2.80, 2.33, 0.51], [-5.00, -0.70, 0.71], [-5.63, 0.92, 1.02]],
  "charge": 0,
  "de_lowest_ev": 0.154
}

=====

# 7
{
  "formula": "C21H28N2O6S2",
  "method": "ωB97M-V with the def2-TZVPD basis set",
  "elements": ["C", "H", "H", "H", "C", "N", "S", "O", "O", "C", "C", "C", "C", "C", "C", "H", "N", "C", "O", "C", "C", "H", "H", "S", "O", "O", "C", "C", "C", "C", "C", "C", "C", "H", "H", "H", "H", "H", "H", "H", "H", "H", "H", "O", "C", "H", "H", "H", "H", "H", "C", "C", "H", "H", "H", "H", "H", "H", "H"],
  "xyz": [[0.14, 3.10, 4.50], [1.06, 2.74, 4.97], [0.32, 4.09, 4.10], [-0.64, 3.17, 5.26], [-0.28, 2.13, 3.40], [0.71, 1.98, 2.36], [2.04, 1.05, 2.69], [1.99, 0.62, 4.06], [3.23, 1.72, 2.23], [1.81, -0.39, 1.66], [1.48, -1.61, 2.21], [1.39, -2.74, 1.41], [1.62, -2.65, 0.04], [1.89, -1.39, -0.52], [2.01, -0.28, 0.29], [2.25, 0.68, -0.13], [2.03, -1.23, -1.92], [1.07, -1.61, -2.80], [0.15, -2.36, -2.53], [1.22, -1.03, -4.20], [-0.15, -0.60, -4.68], [-0.12, 0.03, -5.56], [-0.80, -1.45, -4.85], [-0.96, 0.41, -3.36], [-1.60, 1.53, -3.99], [0.04, 0.72, -2.37], [-2.27, -0.65, -2.62], [-2.51, -0.18, -1.23], [-3.47, 0.79, -0.96], [-3.68, 1.22, 0.33], [-2.93, 0.69, 1.37], [-1.95, -0.25, 1.10], [-1.74, -0.69, -0.19], [-0.99, -1.43, -0.40], [-1.34, -0.65, 1.91], [-3.11, 1.01, 2.39], [-4.44, 1.96, 0.54], [-4.05, 1.20, -1.78], [-3.13, -0.54, -3.27], [-1.87, -1.66, -2.64], [1.90, -0.17, -4.19], [1.63, -1.80, -4.86], [2.57, -0.42, -2.18], [1.65, -3.71, -0.80], [1.30, -4.98, -0.31], [1.35, -5.65, -1.17], [2.00, -5.32, 0.46], [0.28, -4.99, 0.10], [1.16, -3.69, 1.87], [1.33, -1.67, 3.28], [0.83, 3.03, 1.37], [-0.14, 2.86, 0.21], [-1.17, 2.86, 0.57], [0.02, 1.92, -0.32], [-0.02, 3.68, -0.49], [1.86, 3.01, 1.01], [0.67, 4.01, 1.84], [-0.42, 1.14, 3.84], [-1.21, 2.45, 2.94]],
  "charge": 0,
  "de_lowest_ev": 0.508
}

=====

# 8
{
  "formula": "C21H28N4O3",
  "method": "ωB97M-V with the def2-TZVPD basis set",
  "elements": ["N", "C", "C", "C", "C", "C", "H", "H", "H", "H", "H", "N", "C", "C", "C", "C", "C", "H", "H", "H", "H", "H", "C", "C", "O", "C", "O", "O", "H", "H", "H", "H", "C", "C", "C", "C", "N", "H", "H", "H", "H", "H", "H", "H", "C", "C", "C", "C", "N", "H", "H", "H", "H", "H", "H", "H"],
  "xyz": [[6.16, -0.28, -0.57], [4.99, -0.91, -0.56], [4.63, -2.00, 0.25], [5.63, -2.46, 1.13], [6.84, -1.75, 1.19], [7.05, -0.66, 0.38], [4.29, -0.60, -1.33], [3.68, -2.51, 0.11], [5.42, -3.31, 1.76], [7.59, -2.06, 1.89], [7.95, -0.06, 0.38], [-2.55, 5.11, -5.56], [-1.70, 4.27, -6.19], [-0.33, 4.34, -6.13], [0.21, 5.43, -5.56], [-0.68, 6.34, -4.89], [-2.03, 6.12, -4.87], [-2.18, 3.44, -6.68], [0.33, 3.65, -6.63], [1.28, 5.55, -5.48], [-0.32, 7.21, -4.37], [-2.67, 6.84, -4.38], [4.18, 5.43, 4.37], [4.70, 6.57, 5.24], [4.05, 7.71, 4.74], [2.92, 7.32, 4.09], [2.06, 8.05, 3.62], [2.91, 5.94, 4.06], [4.08, 4.50, 4.93], [4.71, 5.35, 3.42], [5.78, 6.67, 5.14], [4.41, 6.56, 6.29], [-5.92, -8.58, 3.44], [-5.31, -9.77, 2.68], [-4.51, -9.42, 1.41], [-5.22, -8.45, 0.53], [-5.79, -7.66, -0.14], [-6.49, -7.89, 2.81], [-5.17, -7.87, 3.79], [-6.53, -8.93, 4.28], [-6.10, -10.36, 2.22], [-4.63, -10.37, 3.29], [-4.30, -10.34, 0.87], [-3.54, -9.01, 1.69], [-1.91, 1.38, -0.72], [-3.20, 0.64, -1.15], [-2.93, -0.83, -1.69], [-1.96, -0.99, -2.79], [-1.17, -1.14, -3.70], [-1.26, 1.77, -1.50], [-1.26, 0.87, -0.01], [-2.17, 2.32, -0.23], [-3.90, 1.15, -1.81], [-3.83, 0.52, -0.27], [-3.85, -1.39, -1.87], [-2.46, -1.46, -0.93]],
  "charge": 0,
  "de_lowest_ev": 5.511
}